14
Properties=species:S:1:pos:R:3 method="wB97M-V/def2-TZVPD" e_lumo_ev=-4.060 charge=+1 multiplicity=1 total_energy_ev=-10291.460
O 1.324 -1.175 0.315
O 2.677 0.340 -0.820
N 0.358 0.521 -0.182
N -0.910 -1.492 -0.412
C 0.060 -0.658 0.470
C -0.206 1.766 0.295
C 1.654 0.098 -0.339
H -0.373 -0.593 1.559
H -1.560 -2.017 0.150
H -1.195 1.663 -0.097
H -1.529 -0.822 -1.034
H 0.271 2.514 -0.306
H -0.197 1.966 1.354
H -0.376 -2.111 -0.955

---

57
Properties=species:S:1:pos:R:3 method="wB97M-V/def2-TZVPD" e_lumo_ev="-7.915 / -6.609" charge=+1 multiplicity=3 s_squared=2.026 total_energy_ev=-96059.706
V 1.923 0.691 -1.858
S 3.920 -1.248 -0.169
S 2.955 0.448 1.398
F -1.455 0.036 0.566
F -0.054 -1.614 -0.084
F -1.523 -0.694 -1.612
F 1.580 1.253 1.432
F 4.471 -1.220 -1.683
F 0.272 0.496 -0.894
O 3.938 1.391 1.784
O 1.296 -1.082 -2.882
O 3.223 -2.486 -0.051
O 0.662 1.672 -3.397
O 2.676 -0.652 2.260
O -0.563 -3.323 2.324
O 5.144 -1.098 0.562
O 1.809 2.617 -0.916
O -3.876 -1.800 -0.013
O -3.072 3.376 -0.294
O -2.230 0.762 3.158
N 2.961 0.041 -0.324
C -1.104 0.877 4.033
C 0.636 -4.078 2.492
C -0.712 2.095 -3.147
C -3.829 2.217 0.043
C -4.213 -2.019 1.385
C 1.752 -2.471 -3.008
C 2.951 3.518 -0.782
B -0.738 -0.478 -0.494
H -3.804 1.491 -0.782
H 3.273 3.908 -1.746
H -4.005 -3.051 1.663
H -5.287 -1.822 1.409
H -1.861 0.579 2.285
H 2.652 4.371 -0.174
H 0.652 -4.704 3.379
H -3.690 -1.346 2.060
H 0.906 2.026 -4.262
H 1.293 -3.001 -3.838
H -0.475 1.742 3.823
H 1.135 2.980 -0.322
H -4.898 2.448 0.109
H -0.920 2.188 -2.085
H -0.888 3.097 -3.538
H 3.774 3.029 -0.261
H 1.433 -2.974 -2.092
H -3.148 3.483 -1.242
H -3.539 1.684 0.943
H -0.359 -2.704 1.617
H 0.420 -1.074 -3.302
H -3.154 -1.164 -0.022
H 1.474 -3.374 2.485
H 0.812 -4.762 1.650
H -1.376 1.375 -3.618
H -1.489 0.927 5.052
H 2.836 -2.502 -3.033
H -0.568 -0.079 4.012

---

19
Properties=species:S:1:pos:R:3 method="wB97M-V/def2-TZVPD" e_lumo_ev=5.858 charge=-2 multiplicity=1 total_energy_ev=-21756.610
S -1.803 -2.527 3.763
O 0.025 -0.402 -1.121
O -0.080 1.983 -2.324
O 0.564 3.514 -4.335
N 0.896 -1.208 0.879
C -0.486 -1.456 2.965
C 0.479 -0.027 0.137
C -0.199 -1.949 1.548
H 1.347 0.641 0.053
H -0.313 0.536 0.660
H 0.094 -2.997 1.630
H -0.752 -0.396 2.946
H -0.171 0.430 -1.669
H 0.439 -1.548 3.539
H 0.315 2.888 -3.565
H 0.196 3.099 -5.109
H 1.528 -0.874 1.590
H -0.996 2.203 -2.506
H -1.084 -1.910 0.917

---

16
Properties=species:S:1:pos:R:3 method="wB97M-V/def2-TZVPD" e_lumo_ev=0.547 smiles=C[C@@H](O)[C@@H](C)C#N multiplicity=1 total_energy_ev=-8867.979
O 0.717 1.740 -0.265
N -0.420 -2.953 -0.203
C -0.297 -0.001 1.759
C -0.027 -1.933 0.182
C 0.528 0.371 -0.642
C 0.493 -0.619 0.611
C -0.755 0.379 -1.508
H -1.328 0.102 1.419
H 1.520 -0.830 0.952
H -1.526 0.982 -1.013
H -1.153 -0.618 -1.708
H 1.408 0.018 -1.191
H 1.599 2.047 -0.515
H -0.275 -0.552 2.708
H -0.622 0.876 -2.481
H 0.140 0.990 1.897

---

10
Properties=species:S:1:pos:R:3 method="wB97M-V/def2-TZVPD" e_lumo_ev=0.918 smiles=CSSC multiplicity=1 total_energy_ev=-23841.446
S -0.789 0.703 -0.245
S 1.063 -0.068 -0.333
C 0.836 -1.810 -0.784
C -1.387 1.053 1.450
H 1.412 -2.478 -0.145
H -1.757 0.187 1.989
H -0.172 -2.137 -0.513
H -0.665 1.717 1.906
H 0.993 -1.871 -1.848
H -2.310 1.585 1.198

---

9
Properties=species:S:1:pos:R:3 method="wB97M-V/def2-TZVPD" e_lumo_ev="-0.175 / -0.580" multiplicity=1 total_energy_ev=-14008.234
F -1.149 -1.509 0.040
F 0.892 2.233 -0.236
F -2.405 0.027 0.955
F -2.232 -0.133 -1.205
C 1.672 -0.128 0.095
C 0.931 0.923 -0.110
C -1.558 -0.289 -0.057
H 1.084 -1.080 0.334
H 2.766 -0.045 0.184